This record from OMol25 describes C30H21F11KN2PS2 as an isolated structure at a distorted geometry. The level of theory is wB97M-V/def2-TZVPD.

Structure (XYZ):
```
68
C30H21F11KN2PS2 (wB97M-V/def2-TZVPD)
K 0.37313 -0.35650 0.93146
C -3.53868 0.34714 1.45731
C -2.50643 1.04224 2.29795
N -1.29057 1.29264 1.89494
C -0.54527 1.91858 2.88912
C -1.22029 2.14325 4.03970
S -2.81689 1.56127 3.89767
C 0.88892 2.26246 2.64010
C 1.69556 2.93302 3.49797
S 3.25042 3.08483 2.82315
C 2.75362 2.24787 1.42091
N 1.49912 1.87797 1.44961
C 3.69989 1.93111 0.30016
H -3.09897 0.10993 0.49144
H -4.40910 0.98223 1.29131
H -3.87171 -0.58260 1.91712
H -0.85955 2.60008 4.94913
H 1.45421 3.34038 4.46807
H 4.52932 2.63622 0.25184
H 3.16533 1.95067 -0.64976
H 4.11520 0.93090 0.43447
F 3.86263 0.68388 -8.34026
C 4.24414 -0.47242 -7.78096
F 3.83844 -1.46507 -8.58831
F 5.58733 -0.49438 -7.78432
C 3.69781 -0.64007 -6.38821
C 3.97749 -1.81867 -5.69928
C 3.49741 -1.99182 -4.41694
C 2.73591 -0.99342 -3.80055
C 2.46518 0.17205 -4.50051
C 2.94375 0.35261 -5.80006
P 2.04544 -1.16140 -2.11209
C 1.16125 -2.75647 -2.29000
C 1.69320 -4.00961 -2.00144
C 0.94876 -5.15584 -2.22857
C -0.33144 -5.05779 -2.75641
C -0.87725 -3.81864 -3.04072
C -0.13139 -2.67306 -2.79478
C -1.11202 -6.32212 -2.98812
F -1.41810 -6.93064 -1.82927
F -0.41013 -7.20839 -3.71377
F -2.26390 -6.09902 -3.63579
C 3.50086 -1.53023 -1.06603
C 4.78904 -1.11828 -1.40781
C 5.82646 -1.21686 -0.49080
C 5.58348 -1.72474 0.77589
C 4.31113 -2.14813 1.12434
C 3.27243 -2.05542 0.20730
C 6.69883 -1.75069 1.78361
F 6.87184 -0.54714 2.36168
F 6.46856 -2.62917 2.76699
F 7.87338 -2.07504 1.21667
H 4.56619 -2.59584 -6.17323
H 3.71096 -2.91598 -3.88909
H 1.87598 0.95347 -4.03354
H 2.72848 1.26348 -6.34077
H 2.68937 -4.09667 -1.58313
H 1.36553 -6.12958 -1.99892
H -1.87750 -3.74379 -3.44477
H -0.56859 -1.70128 -3.00241
H 4.99332 -0.70903 -2.39031
H 6.82376 -0.89381 -0.76314
H 4.10656 -2.54560 2.11055
H 2.28714 -2.38411 0.54858
F -0.46903 -1.77060 2.57008
C 0.37378 -2.75512 1.83797
F -0.15841 -2.51428 0.44590
H -0.17584 -3.66893 2.06597
```

lowest unoccupied orbital energy = 0.0699 eV
energy = -111609.09593 eV
maximum force = 0.0315 Eh/bohr
ΔE to the lowest compared entry with this formula, charge and spin = 8.6 kcal/mol

Atomic partial charges in e from the Löwdin method, atoms 1 to 2: K 0.81; C -0.06

=====

This record from OMol25 describes C33H36AsF5MoN6O2Se as an isolated structure at a distorted geometry. The level of theory is wB97M-V/def2-TZVPD.

Structure (XYZ):
```
85
C33H36AsF5MoN6O2Se (wB97M-V/def2-TZVPD)
Mo -1.60252 0.04064 -0.16633
C 4.50165 1.31469 4.41710
C 3.61546 1.11285 3.22399
C 2.28544 1.51622 3.23329
C 1.45850 1.34679 2.13460
C 0.05079 1.85470 2.22729
C 1.98942 0.73974 0.98409
As 0.80585 0.36716 -0.48060
N -0.11987 -1.19205 -0.01986
C 0.42761 -2.46253 0.28588
C -0.42722 -3.49194 0.68228
C 0.09510 -4.74504 0.95742
C 1.45884 -4.98149 0.83927
C 2.30089 -3.95659 0.43362
C 1.78837 -2.69947 0.15557
C 1.63403 0.54393 -2.18509
C 2.23628 1.80187 -2.36190
C 2.08582 2.95916 -1.40732
C 3.01102 1.98149 -3.49919
C 3.19632 0.96858 -4.43309
C 4.05000 1.18323 -5.64833
C 2.53837 -0.23990 -4.23581
C 1.73134 -0.48298 -3.13094
C 1.00866 -1.79891 -3.07075
C 3.34128 0.35940 0.91667
C 4.08728 -0.20014 -0.27181
C 4.11401 0.55369 2.05774
H 3.92296 1.52675 5.31366
H 5.17853 2.15363 4.24849
H 5.11609 0.43446 4.60155
H 1.88203 1.99412 4.11810
H -0.04821 2.53406 3.07287
H -0.66598 1.04466 2.40688
H -0.25575 2.40933 1.34168
H -1.48580 -3.31005 0.77244
H -0.56849 -5.54539 1.25662
H 1.86123 -5.96171 1.05239
H 3.36148 -4.13530 0.32370
H 2.45455 -1.91867 -0.18471
H 1.09296 3.01770 -0.94531
H 2.21965 3.89433 -1.94867
H 2.82269 2.93362 -0.60290
H 3.47991 2.94498 -3.65986
H 4.68597 2.05912 -5.54098
H 3.42353 1.32970 -6.52962
H 4.68341 0.31778 -5.83918
H 2.64747 -1.02696 -4.97348
H 1.67237 -2.61007 -3.36848
H 0.17443 -1.78799 -3.77401
H 0.60952 -2.04063 -2.08697
H 3.49397 -0.38056 -1.16587
H 4.57630 -1.13520 0.00538
H 4.87762 0.49743 -0.55345
H 5.15637 0.25762 2.01653
C -5.06910 -3.46941 -0.77174
C -4.47337 -2.09151 -0.62839
O -3.04762 -2.16450 -0.36900
H -6.13843 -3.39397 -0.96603
H -4.92430 -4.05746 0.13384
H -4.62478 -4.00648 -1.61198
H -4.89544 -1.55926 0.22330
H -4.64791 -1.48241 -1.52022
H -2.65106 -2.70130 -1.06958
N -2.32845 -2.26118 4.72326
N -2.67898 -1.57240 3.58958
N -3.84619 -0.97198 3.47956
C -3.70882 -0.35217 2.31830
N -2.51311 -0.59879 1.77532
N -1.85314 -1.38712 2.62458
H -3.17825 -2.54219 5.19988
H -1.70361 -3.01821 4.47110
H -4.46621 0.27114 1.87425
F -5.76635 5.88892 -0.56116
C -4.95205 4.87040 -0.37349
C -3.59710 5.09506 -0.16472
F -3.12099 6.32625 -0.16666
C -2.74497 4.02224 0.03725
F -1.44133 4.23480 0.21226
C -3.24070 2.72707 0.02022
O -2.41456 1.66748 0.18601
C -4.59028 2.50646 -0.19411
F -5.07285 1.25683 -0.18117
C -5.45029 3.57440 -0.38333
F -6.74030 3.35902 -0.57213
Se -2.15099 -0.05961 -2.32962
```

lowest unoccupied orbital energy (alpha / beta) = -7.5197 / -7.5205 eV
energy = -189451.39303 eV
maximum force = 0.0373 Eh/bohr
ΔE to the lowest compared entry with this formula, charge and spin = 28.0 kcal/mol
total charge = +2

Atomic partial charges in e from the Löwdin method, atoms 1 to 2: Mo 1.20; C -0.02

=====

This record from OMol25 describes a 2-piece molecular cluster, C2H9NO2 overall at a distorted geometry. The level of theory is wB97M-V/def2-TZVPD.

Structure (XYZ):
```
14
C2H9NO2 (wB97M-V/def2-TZVPD)
N 1.13179 -1.33322 -0.70715
C 0.34307 -0.20267 0.08154
C -0.13862 -0.96045 1.28602
O -0.79451 -0.10237 2.30024
H 1.94189 -1.04922 -1.30420
H 0.52609 -1.84198 -1.40366
H -0.65437 0.13845 -0.45393
H 0.99966 0.69916 0.30924
H 0.73927 -1.48087 1.62459
H -0.85070 -1.67867 0.97274
H -0.27860 -0.24564 3.16986
O -0.77848 2.45041 -1.84424
H -0.45070 3.22259 -2.35125
H -1.73577 2.38449 -1.67979
```

lowest unoccupied orbital energy = 0.8311 eV
energy = -7803.59540 eV
maximum force = 0.0528 Eh/bohr
ΔE to the lowest compared entry with this formula, charge and spin = 26.1 kcal/mol
structure (SMILES) = NCCO.O

Atomic partial charges in e from the Löwdin method, atoms 1 to 2: N -0.04; C -0.23

=====

This record from OMol25 describes one molecule with the formula C11H9NO4 at a distorted geometry. The level of theory is wB97M-V/def2-TZVPD.

Structure (XYZ):
```
25
C11H9NO4 (wB97M-V/def2-TZVPD)
O -0.43708 0.29556 -4.14267
C -0.51066 -0.89559 -3.75447
O 0.35358 -1.87517 -4.37616
C -1.50386 -1.31950 -2.56716
C -0.55267 -1.62991 -1.27876
N -1.00243 -0.86688 -0.06410
C -0.07745 -1.28869 1.03542
O 0.22117 -2.46848 1.32423
C 0.44801 -0.02884 1.84356
C 1.33572 0.10797 3.10034
C 1.58038 1.57477 3.60512
C 0.96246 2.83161 2.88111
C 0.09790 2.66273 1.57901
C -0.12586 1.21145 1.10626
C -0.92371 0.59484 -0.12290
O -1.33239 1.42859 -0.96687
H 1.21928 -1.75679 -3.91950
H -2.11080 -2.26979 -2.81081
H -2.27274 -0.51117 -2.31255
H -0.65737 -2.75840 -1.06265
H 0.53275 -1.39304 -1.54449
H 1.76715 -0.81654 3.60346
H 2.21737 1.75901 4.53856
H 1.13647 3.88671 3.30240
H -0.36522 3.52554 1.00364
```

lowest unoccupied orbital energy = -0.9873 eV
energy = -21227.92655 eV
maximum force = 0.0962 Eh/bohr
ΔE to the lowest compared entry with this formula, charge and spin = 156.8 kcal/mol
structure (SMILES) = O=C(O)CCN1C(=O)c2ccccc2C1=O

Atomic partial charges in e from the Löwdin method, atoms 1 to 2: O 0.07; C -0.39

=====

This record from OMol25 describes one molecule with the formula C2H7N3OS at a distorted geometry. The level of theory is wB97M-V/def2-TZVPD.

Structure (XYZ):
```
14
C2H7N3OS (wB97M-V/def2-TZVPD)
C -1.83972 -1.91077 0.00710
N -0.47028 -1.33966 -0.01832
C -0.34133 -0.07800 0.06549
N -1.50053 0.81397 0.12367
O -1.18635 2.14959 -0.17674
N 0.87913 0.57935 0.12574
S 2.31820 -0.22976 -0.12556
H -2.53152 -1.59733 0.85655
H -2.30687 -1.61069 -0.94884
H -1.78205 -3.01729 -0.03132
H -2.25507 0.49564 -0.49971
H -1.33977 2.68739 0.61198
H 0.73741 1.59664 0.17355
H 2.60558 -0.51779 1.20741
```

lowest unoccupied orbital energy = 0.6029 eV
energy = -19538.03963 eV
maximum force = 0.0314 Eh/bohr
ΔE to the lowest compared entry with this formula, charge and spin = 41.5 kcal/mol
structure (SMILES) = C/N=C(\NO)NS

Atomic partial charges in e from the Löwdin method, atoms 1 to 2: C -0.15; N 0.00

=====

This record from OMol25 describes one molecule with the formula C19H31NO7S. The level of theory is wB97M-V/def2-TZVPD.

Structure (XYZ):
```
59
C19H31NO7S (wB97M-V/def2-TZVPD)
C 4.69578 -0.67490 -4.23959
C 4.01687 -0.38641 -2.93637
C 4.52733 -0.90173 -1.74754
C 3.91185 -0.62825 -0.54030
C 2.78455 0.17104 -0.51746
S 1.97651 0.41510 1.05497
O 1.12677 1.57769 0.98630
O 2.95182 0.37247 2.10707
N 1.08739 -0.99636 1.13773
C -0.07997 -1.02776 0.27896
C 0.05930 -2.14597 -0.76617
O -1.09578 -2.34855 -1.54251
C -1.31157 -1.44839 -2.60244
C -1.94447 -0.10282 -2.21311
O -0.95163 0.90557 -2.30776
C -1.42141 2.21359 -2.07952
C -1.48735 2.59696 -0.60011
O -2.58755 1.95195 0.00736
C -2.55096 2.02590 1.41299
C -3.82192 1.37113 1.96927
O -3.74238 -0.02847 2.11675
C -3.49878 -0.50859 3.41122
C -2.07563 -0.29084 3.93788
O -1.19283 -1.02053 3.12497
C 0.16688 -0.84417 3.44188
C 1.01400 -1.62608 2.43371
C 2.26399 0.69977 -1.68192
C 2.88239 0.41617 -2.88802
H 5.51010 0.03296 -4.39579
H 4.00153 -0.57902 -5.07038
H 5.11903 -1.67655 -4.24313
H 5.41028 -1.52347 -1.77297
H 4.29139 -1.01427 0.39199
H -0.14592 -0.06329 -0.22266
H -0.98866 -1.18590 0.86506
H 0.22600 -3.09681 -0.25146
H 0.92706 -1.93923 -1.41080
H -0.36878 -1.23778 -3.12675
H -1.98402 -1.98365 -3.27764
H -2.76016 0.14078 -2.90964
H -2.36402 -0.15722 -1.20331
H -0.70829 2.87679 -2.57856
H -2.41352 2.34371 -2.53150
H -0.55197 2.31595 -0.09921
H -1.60628 3.68993 -0.51769
H -1.64692 1.52622 1.78413
H -2.51846 3.08237 1.72659
H -4.09086 1.83968 2.92473
H -4.62184 1.55568 1.24433
H -3.67995 -1.58394 3.34625
H -4.20531 -0.06183 4.12877
H -2.02239 -0.64757 4.97993
H -1.81570 0.77847 3.93193
H 0.36680 -1.20895 4.46221
H 0.44767 0.21854 3.39289
H 2.03615 -1.68576 2.80965
H 0.60016 -2.62884 2.31191
H 1.38018 1.31472 -1.64504
H 2.47351 0.82077 -3.80207
```

lowest unoccupied orbital energy = 0.7748 eV
energy = -46861.43664 eV
maximum force = 0.0194 Eh/bohr
structure (SMILES) = Cc1ccc(S(=O)(=O)N2CCOCCOCCOCCOCCOCC2)cc1

Atomic partial charges in e from the Löwdin method, atoms 1 to 2: C -0.05; C -0.27

=====

This record from OMol25 describes C10H18N2O5 as an isolated structure at a distorted geometry. The level of theory is wB97M-V/def2-TZVPD.

Structure (XYZ):
```
35
C10H18N2O5 (wB97M-V/def2-TZVPD)
C -2.31749 -0.58155 -0.30775
C -0.77988 -0.76617 -0.01894
C -2.94992 0.27461 0.80596
C -4.28379 0.55301 0.16010
C 1.40772 0.39271 0.23057
C 1.87181 1.72000 -0.18655
C 2.30051 -0.57474 -0.70642
C 3.70653 -0.60730 -0.17328
C 3.56629 -0.43974 1.49650
C 4.69337 -1.70465 -0.73866
H -3.15042 -2.13524 -1.18114
H -2.16840 -2.42386 0.55613
H -2.50027 -0.06324 -1.33595
H -2.49370 1.30994 1.39759
H -3.03482 -0.65818 1.67686
H -4.27759 -1.28408 -0.18484
H -0.20472 1.02908 -0.70241
H 1.45608 -0.06624 1.18491
H 2.00739 -1.70920 -0.83864
H 2.13758 -0.13009 -1.76588
H 4.25421 0.38878 -0.45063
H 3.33840 0.49353 2.05973
H 4.53406 -1.04714 1.57771
H 2.79102 -1.13541 1.85837
H 4.63071 -2.81023 0.03974
H 4.19295 -2.06385 -1.83884
H 5.88410 -1.17432 -0.78131
H 3.55400 2.75996 -0.00979
N -2.94319 -1.86996 -0.04329
N 0.05130 0.28973 -0.24153
O -0.26300 -1.79302 0.54957
O -4.67082 1.67015 0.24779
O -4.79500 -0.48926 -0.65854
O 1.34584 2.52215 -0.98167
O 2.88319 2.11302 0.51321
```

lowest unoccupied orbital energy = 0.2030 eV
energy = -23873.18198 eV
maximum force = 0.1264 Eh/bohr
ΔE to the lowest compared entry with this formula, charge and spin = 198.5 kcal/mol

Atomic partial charges in e from the Löwdin method, atoms 1 to 2: C -0.35; C -0.33